## w
{
  "formula": "C4H10O3",
  "method": "ωB97M-V/def2-TZVPD",
  "symbols": ["C", "C", "O", "C", "C", "H", "H", "H", "H", "H", "H", "H", "H", "O", "H", "H", "O"],
  "xyz": [[1.692, 0.229, -0.756], [1.277, 0.656, 0.466], [-0.026, 1.012, 0.639], [2.124, 0.959, 1.615], [3.435, 0.625, 1.612], [1.166, 0.755, -1.554], [2.408, -0.555, -0.941], [-0.557, 0.608, -0.050], [1.712, 1.404, 2.511], [3.926, 0.737, 2.560], [3.827, 0.280, 0.671], [-2.942, -2.537, -2.717], [-3.932, -3.195, -1.695], [-3.638, -2.382, -2.080], [-3.368, -0.539, -1.027], [-2.371, -0.671, 0.109], [-2.728, -0.030, -0.536]],
  "lowdin_charge": [0.03, -0.42, 0.04, -0.11, 0.04, 0.07, 0.05, 0.06, 0.10, 0.05, 0.05, 0.05, 0.04, -0.03, -0.01, 0.05, -0.06],
  "charge": 0,
  "orbital_gap_ha": 0.30891,
  "smiles": "C=CC(=C)O.O.O",
  "multiplicity": 1
}

***

## x
{
  "formula": "C4H10O3",
  "method": "ωB97M-V/def2-TZVPD",
  "symbols": ["O", "O", "C", "C", "C", "C", "H", "H", "H", "H", "H", "H", "H", "H", "O", "H", "H"],
  "xyz": [[-0.696, -0.581, -1.103], [1.131, -0.973, -2.366], [-0.009, -1.595, -1.789], [0.000, 0.000, 0.000], [2.022, -0.376, -1.350], [1.228, 0.675, -0.568], [0.170, -2.515, -1.200], [-0.723, -1.846, -2.597], [-0.696, 0.717, 0.476], [0.352, -0.698, 0.784], [2.527, -1.164, -0.759], [2.800, 0.171, -1.916], [1.053, 1.427, -1.362], [1.859, 1.147, 0.209], [-1.786, -0.419, 3.537], [-2.462, 0.158, 3.960], [-2.175, -0.659, 2.666]],
  "lowdin_charge": [-0.12, -0.12, -0.24, -0.21, -0.18, -0.17, 0.14, 0.14, 0.13, 0.13, 0.12, 0.12, 0.13, 0.12, -0.09, 0.05, 0.04],
  "charge": 0,
  "orbital_gap_ha": 0.38920,
  "smiles": "C1COCOC1.O",
  "multiplicity": 1
}

***

## y
{
  "formula": "C4H10O3",
  "method": "ωB97M-V/def2-TZVPD",
  "symbols": ["C", "C", "C", "C", "O", "H", "H", "H", "H", "H", "H", "H", "H", "O", "H", "H", "O"],
  "xyz": [[-0.464, -2.313, -1.723], [-1.578, -1.521, -1.741], [-1.360, -0.008, -1.449], [-1.910, 0.579, -0.361], [-1.452, 1.826, 0.161], [-0.762, -3.462, -1.415], [0.505, -2.121, -1.445], [-2.418, -1.850, -2.412], [-1.167, 0.635, -2.270], [-2.840, 0.226, 0.021], [-0.574, 2.060, 0.436], [1.356, 1.661, 2.483], [1.224, 3.191, 2.019], [0.892, 2.224, 1.802], [2.760, -0.500, 2.210], [4.205, 0.052, 1.906], [3.582, -0.681, 1.778]],
  "lowdin_charge": [-0.02, -0.18, -0.11, -0.14, -0.05, 0.11, 0.00, 0.10, 0.09, 0.10, 0.03, 0.06, 0.12, -0.11, 0.00, 0.04, -0.05],
  "charge": 0,
  "orbital_gap_ha": 0.31063,
  "smiles": "C=C/C=C/O.O.O",
  "multiplicity": 1
}

***

## z
{
  "formula": "C4H10O3",
  "method": "ωB97M-V/def2-TZVPD",
  "symbols": ["O", "C", "C", "C", "C", "O", "H", "H", "H", "H", "H", "H", "H", "H", "H", "H", "O"],
  "xyz": [[1.023, -0.596, -3.147], [1.146, -0.204, -2.013], [0.735, -1.030, -0.827], [-0.668, -0.514, -0.387], [-1.327, -1.300, 0.718], [-0.639, 0.869, -0.073], [1.704, 0.730, -1.830], [1.423, -0.952, 0.008], [0.533, -2.047, -1.144], [-1.237, -0.504, -1.310], [-1.115, -2.372, 0.719], [-2.417, -1.303, 0.606], [-1.157, -0.923, 1.720], [-0.198, 1.138, 0.739], [0.532, 2.293, 2.426], [0.754, 3.816, 2.011], [0.908, 2.901, 1.784]],
  "lowdin_charge": [0.05, -0.27, -0.10, -0.43, -0.05, -0.04, 0.13, 0.12, 0.12, 0.14, 0.08, 0.08, 0.08, 0.06, 0.04, 0.04, -0.04],
  "charge": 0,
  "orbital_gap_ha": 0.36832,
  "smiles": "C[C@@H](O)CC=O.O",
  "multiplicity": 1
}

***

Relative energies, kcal/mol: w 28.5; x 6.2; y 79.6; z 0.0.

***

## w
{
  "formula": "C4H10O3",
  "method": "ωB97M-V/def2-TZVPD",
  "symbols": ["C", "O", "C", "C", "O", "C", "O", "H", "H", "H", "H", "H", "H", "H", "H", "H", "H"],
  "xyz": [[-0.680, 2.011, -1.332], [-0.582, 1.543, -0.005], [0.491, 0.638, 0.193], [-0.019, -0.533, 1.036], [-1.313, -0.894, 0.589], [0.853, -1.768, 0.831], [0.768, -2.205, -0.507], [-1.568, 2.645, -1.386], [-0.789, 1.175, -2.037], [0.200, 2.599, -1.622], [0.837, 0.239, -0.769], [1.330, 1.145, 0.689], [-0.044, -0.258, 2.102], [-1.735, -0.051, 0.355], [0.529, -2.555, 1.527], [1.904, -1.538, 1.038], [-0.182, -2.193, -0.704]],
  "lowdin_charge": [-0.10, -0.20, -0.17, -0.35, -0.03, -0.22, -0.06, 0.09, 0.09, 0.09, 0.12, 0.14, 0.15, 0.10, 0.12, 0.13, 0.09],
  "charge": 0,
  "orbital_gap_ha": 0.40937,
  "smiles": "COC[C@@H](O)CO",
  "multiplicity": 1
}

***

## x
{
  "formula": "C4H10O3",
  "method": "ωB97M-V/def2-TZVPD",
  "symbols": ["O", "C", "O", "C", "C", "C", "H", "H", "H", "H", "H", "H", "H", "H", "H", "H", "O"],
  "xyz": [[1.069, 0.966, 2.353], [0.413, 0.688, 1.389], [-0.828, 0.133, 1.475], [0.840, 0.893, -0.045], [-0.193, 0.483, -1.124], [0.284, 0.856, -2.517], [-1.217, 0.118, 2.336], [0.886, 1.984, -0.096], [1.749, 0.356, -0.280], [-1.172, 0.913, -0.930], [-0.324, -0.600, -1.061], [1.238, 0.409, -2.798], [-0.478, 0.612, -3.251], [0.476, 1.931, -2.612], [-0.661, -3.982, 2.436], [-0.903, -2.537, 2.041], [-1.179, -3.224, 2.683]],
  "lowdin_charge": [0.11, -0.51, 0.09, -0.10, -0.27, -0.12, 0.11, 0.13, 0.13, 0.11, 0.11, 0.07, 0.07, 0.07, 0.02, 0.03, -0.06],
  "charge": 0,
  "orbital_gap_ha": 0.40805,
  "smiles": "CCCC(=O)O.O",
  "multiplicity": 1
}

***

Relative energies, kcal/mol: w 27.5; x 0.0.